[1]
{
  "formula": "C15H23N5O4",
  "method": "the ωB97M-V functional and the def2-TZVPD basis",
  "homo_lumo_gap_ha": 0.327,
  "smiles": "[H]/N=C(/N)NCCC[C@H](NC(=O)[C@@H](N)Cc1ccc(O)cc1)C(=O)O",
  "e_lumo_ev": 0.561,
  "e_above_lowest_kj_mol": 198.8,
  "energy_ha": -1160.12458,
  "elements": ["H", "N", "C", "N", "N", "C", "C", "C", "C", "N", "C", "O", "C", "N", "C", "C", "C", "C", "C", "O", "C", "C", "C", "O", "O", "H", "H", "H", "H", "H", "H", "H", "H", "H", "H", "H", "H", "H", "H", "H", "H", "H", "H", "H", "H", "H", "H"],
  "positions_angstrom": [[-3.190, -0.550, 2.570], [-3.102, -1.551, 2.342], [-3.425, -1.707, 1.093], [-3.230, -2.872, 0.326], [-4.002, -0.766, 0.204], [-4.406, 0.573, 0.634], [-3.363, 1.714, 0.578], [-2.717, 2.054, -0.789], [-1.237, 1.735, -0.900], [-0.994, 0.332, -0.526], [-0.173, -0.431, -1.272], [0.236, -0.099, -2.366], [0.259, -1.775, -0.654], [-0.534, -2.814, -1.195], [1.780, -1.983, -1.106], [2.809, -1.117, -0.443], [3.340, -1.560, 0.767], [4.203, -0.792, 1.479], [4.859, 0.241, 0.809], [5.891, 0.926, 1.400], [4.371, 0.714, -0.366], [3.426, -0.075, -1.068], [-0.625, 2.649, 0.094], [-0.388, 2.496, 1.267], [-0.378, 3.780, -0.577], [-3.193, -3.699, 0.934], [-4.076, -2.917, -0.233], [-3.422, -0.706, -0.566], [-5.123, 0.960, -0.116], [-4.902, 0.514, 1.595], [-3.853, 2.613, 0.887], [-2.550, 1.411, 1.298], [-3.285, 1.468, -1.552], [-2.919, 3.118, -1.033], [-0.921, 1.961, -1.929], [-0.876, 0.279, 0.527], [0.226, -1.556, 0.447], [-1.554, -2.587, -1.178], [-0.319, -3.685, -0.791], [1.794, -1.738, -2.190], [2.133, -3.023, -0.968], [3.021, -2.466, 1.262], [4.639, -1.006, 2.444], [5.942, 0.841, 2.365], [4.788, 1.710, -0.744], [3.132, 0.126, -2.094], [0.048, 4.376, 0.066]]
}



[2]
{
  "formula": "C15H23N5W",
  "method": "the ωB97M-V functional and the def2-TZVPD basis",
  "homo_lumo_gap_ha": [0.272, 0.296],
  "e_lumo_ev": [-16.044, -15.985],
  "charge": 4,
  "e_above_lowest_kj_mol": 0.0,
  "energy_ha": -924.62801,
  "spin_multiplicity": 3,
  "elements": ["W", "C", "C", "N", "C", "C", "N", "C", "C", "N", "C", "C", "N", "C", "C", "C", "C", "C", "C", "C", "N", "H", "H", "H", "H", "H", "H", "H", "H", "H", "H", "H", "H", "H", "H", "H", "H", "H", "H", "H", "H", "H", "H", "H"],
  "positions_angstrom": [[0.485, -0.353, 0.085], [0.460, 3.783, 1.579], [0.166, 2.478, 0.985], [1.053, 1.590, 0.601], [2.493, 1.927, 0.545], [3.012, 1.237, -0.710], [2.431, -0.140, -0.771], [2.921, -1.050, 0.315], [2.271, -2.444, 0.232], [0.871, -2.400, 0.772], [-0.039, -3.413, 0.140], [-0.571, -2.825, -1.161], [-1.013, -1.455, -0.829], [-2.242, -1.029, -0.970], [-3.356, -1.733, -1.604], [-2.408, 0.320, -0.380], [-3.587, 1.033, -0.285], [-3.570, 2.274, 0.356], [-2.367, 2.784, 0.840], [-1.211, 2.037, 0.680], [-1.242, 0.807, 0.108], [1.420, 3.816, 2.093], [-0.322, 4.090, 2.276], [0.478, 4.562, 0.798], [3.011, 1.608, 1.452], [2.656, 2.999, 0.449], [4.104, 1.214, -0.733], [2.676, 1.775, -1.597], [2.669, -0.534, -1.684], [2.711, -0.594, 1.301], [4.009, -1.151, 0.266], [2.883, -3.158, 0.787], [2.245, -2.795, -0.802], [0.903, -2.595, 1.773], [-0.864, -3.607, 0.825], [0.478, -4.359, -0.029], [-1.377, -3.456, -1.531], [0.179, -2.781, -1.955], [-3.072, -2.617, -2.166], [-3.899, -1.057, -2.275], [-4.106, -2.037, -0.857], [-4.514, 0.645, -0.689], [-4.488, 2.844, 0.462], [-2.337, 3.761, 1.306]]
}



[3]
{
  "formula": "C15H23NO2",
  "method": "the ωB97M-V functional and the def2-TZVPD basis",
  "homo_lumo_gap_ha": 0.319,
  "smiles": "CCOc1ccc(OCCNC2CCCC2)cc1",
  "e_lumo_ev": 0.882,
  "e_above_lowest_kj_mol": 176.7,
  "energy_ha": -790.57627,
  "elements": ["C", "C", "O", "C", "C", "C", "C", "O", "C", "C", "N", "C", "C", "C", "C", "C", "C", "C", "H", "H", "H", "H", "H", "H", "H", "H", "H", "H", "H", "H", "H", "H", "H", "H", "H", "H", "H", "H", "H", "H", "H"],
  "positions_angstrom": [[6.072, -1.684, 1.091], [6.274, -0.741, -0.092], [5.145, -0.675, -0.937], [4.043, 0.029, -0.540], [3.952, 0.835, 0.590], [2.780, 1.510, 0.868], [1.668, 1.405, 0.036], [0.577, 2.139, 0.415], [-0.636, 1.997, -0.286], [-1.369, 0.697, 0.060], [-2.661, 0.673, -0.596], [-3.426, -0.536, -0.326], [-4.671, -0.615, -1.231], [-5.865, -0.339, -0.318], [-5.429, -0.946, 1.010], [-3.971, -0.507, 1.117], [1.761, 0.604, -1.097], [2.934, -0.071, -1.375], [5.260, -1.339, 1.728], [5.824, -2.679, 0.730], [6.984, -1.738, 1.679], [6.562, 0.260, 0.252], [7.071, -1.123, -0.737], [4.786, 0.954, 1.265], [2.706, 2.137, 1.742], [-0.478, 2.073, -1.370], [-1.249, 2.844, 0.029], [-1.527, 0.666, 1.141], [-0.740, -0.171, -0.207], [-2.523, 0.766, -1.599], [-2.798, -1.434, -0.474], [-4.754, -1.615, -1.659], [-4.612, 0.102, -2.049], [-6.003, 0.736, -0.203], [-6.789, -0.772, -0.701], [-6.028, -0.601, 1.851], [-5.493, -2.034, 0.961], [-3.394, -1.138, 1.791], [-3.924, 0.523, 1.473], [0.933, 0.496, -1.779], [3.010, -0.692, -2.254]]
}



[4]
{
  "formula": "C15H23NO3",
  "method": "the ωB97M-V functional and the def2-TZVPD basis",
  "homo_lumo_gap_ha": 0.334,
  "smiles": "C=CCOc1ccccc1OC[C@H](O)CNC(C)C",
  "e_lumo_ev": 0.901,
  "e_above_lowest_kj_mol": 347.9,
  "energy_ha": -865.78858,
  "elements": ["C", "C", "C", "O", "C", "C", "C", "C", "C", "C", "O", "C", "C", "O", "C", "N", "C", "C", "C", "H", "H", "H", "H", "H", "H", "H", "H", "H", "H", "H", "H", "H", "H", "H", "H", "H", "H", "H", "H", "H", "H", "H"],
  "positions_angstrom": [[2.702, 2.518, 1.403], [2.986, 1.243, 1.208], [3.852, 0.732, 0.094], [3.795, -0.671, -0.062], [2.592, -1.316, -0.183], [2.602, -2.636, 0.254], [1.478, -3.435, 0.170], [0.309, -2.902, -0.338], [0.279, -1.592, -0.783], [1.409, -0.786, -0.732], [1.456, 0.507, -1.197], [0.386, 1.067, -1.930], [-0.475, 2.009, -1.069], [0.305, 3.065, -0.569], [-1.205, 1.280, 0.070], [-2.200, 0.374, -0.467], [-2.854, -0.493, 0.505], [-3.751, 0.252, 1.500], [-3.666, -1.537, -0.260], [2.094, 2.845, 2.229], [3.093, 3.290, 0.760], [2.604, 0.478, 1.872], [4.906, 0.921, 0.334], [3.619, 1.248, -0.844], [3.528, -3.017, 0.656], [1.516, -4.457, 0.513], [-0.588, -3.500, -0.394], [-0.649, -1.190, -1.156], [0.862, 1.670, -2.711], [-0.238, 0.306, -2.401], [-1.218, 2.478, -1.726], [1.061, 2.680, -0.098], [-1.622, 2.055, 0.733], [-0.485, 0.694, 0.651], [-2.905, 0.902, -0.974], [-2.054, -1.002, 1.057], [-4.222, -0.454, 2.180], [-3.174, 0.960, 2.089], [-4.532, 0.794, 0.969], [-4.085, -2.267, 0.427], [-3.033, -2.053, -0.977], [-4.481, -1.060, -0.801]]
}



[5]
{
  "formula": "C15H23NO4PReSSe",
  "method": "the ωB97M-V functional and the def2-TZVPD basis",
  "homo_lumo_gap_ha": [0.237, 0.230],
  "e_lumo_ev": [-5.233, -5.183],
  "charge": 1,
  "e_above_lowest_kj_mol": 33.6,
  "energy_ha": -4159.93887,
  "spin_multiplicity": 2,
  "elements": ["Re", "O", "S", "O", "O", "O", "Se", "C", "N", "C", "C", "C", "C", "P", "C", "C", "C", "C", "C", "C", "C", "C", "C", "C", "H", "H", "H", "H", "H", "H", "H", "H", "H", "H", "H", "H", "H", "H", "H", "H", "H", "H", "H", "H", "H", "H", "H"],
  "positions_angstrom": [[-0.209, 0.654, -0.561], [-1.872, -0.158, -1.771], [-2.443, -0.619, -0.483], [-3.735, -1.162, -0.407], [-2.028, 0.446, 0.497], [-1.459, -1.878, -0.076], [1.807, -3.456, -0.863], [0.702, -2.258, -0.538], [-0.114, -1.348, -0.261], [3.642, 0.251, 0.183], [3.028, 1.505, -0.444], [2.421, 1.140, -1.812], [4.089, 2.591, -0.606], [1.502, 1.988, 0.460], [0.977, 3.568, -0.252], [1.521, 4.821, 0.028], [0.997, 5.957, -0.569], [-0.074, 5.861, -1.450], [-0.627, 4.625, -1.744], [-0.092, 3.496, -1.145], [1.628, 2.141, 2.300], [1.508, 0.725, 2.883], [2.920, 2.789, 2.802], [0.413, 2.955, 2.762], [4.361, -0.180, -0.517], [2.893, -0.512, 0.409], [4.177, 0.479, 1.104], [3.159, 0.645, -2.446], [2.042, 2.012, -2.345], [1.581, 0.399, -1.718], [4.907, 2.206, -1.219], [4.510, 2.893, 0.352], [3.691, 3.474, -1.108], [2.352, 4.918, 0.712], [1.425, 6.925, -0.345], [-0.477, 6.753, -1.910], [-1.459, 4.539, -2.429], [-0.555, 2.536, -1.449], [2.320, 0.069, 2.573], [0.559, 0.259, 2.609], [1.539, 0.796, 3.972], [3.799, 2.185, 2.577], [2.861, 2.882, 3.888], [3.078, 3.791, 2.401], [-0.521, 2.564, 2.352], [0.493, 4.008, 2.491], [0.348, 2.889, 3.849]]
}